1.
Molecular formula: C21H20BrN5O11Ti
Method: DFT, the ωB97M-V functional and the def2-TZVPD basis

Atoms and positions in Å:
Br1 -1.239 2.249 -2.902
Ti1 0.371 -0.305 -0.120
O1 1.352 -1.964 -0.241
O2 -3.656 -0.691 -3.629
O3 -0.913 -1.156 1.133
O4 0.452 -2.088 7.157
O5 -3.954 4.568 0.789
O6 1.091 0.449 1.475
O7 -1.237 -3.381 6.971
O8 -3.352 -0.283 -1.426
O9 1.751 -3.854 -1.288
O10 -0.830 -1.698 -1.648
O11 1.316 -0.397 -2.940
N1 2.693 2.402 0.411
N2 -1.275 1.674 -0.182
N3 3.226 0.804 -3.285
N4 1.965 0.968 -1.245
N5 -0.478 -2.521 6.524
C1 -1.769 1.691 1.048
C2 4.161 1.599 -2.789
C3 -0.661 -1.605 2.355
C4 -2.930 -0.704 -2.493
C5 -1.645 2.529 -1.031
C6 -0.394 -3.068 -1.572
C7 1.246 -0.124 2.671
C8 4.115 2.053 -1.498
C9 -0.533 -2.167 5.119
C10 3.368 0.269 -4.638
C11 2.082 0.407 -2.487
C12 0.362 -1.035 3.154
C13 2.896 1.735 -0.810
C14 -2.460 3.619 -0.703
C15 -2.606 2.696 1.460
C16 -1.448 -2.869 4.234
C17 -1.588 -1.363 -2.805
C18 -2.980 3.651 0.544
C19 0.360 -1.282 4.534
C20 1.005 -2.979 -1.002
C21 -1.454 -2.600 2.908
H1 2.418 0.324 -5.242
H2 4.870 2.671 -1.035
H3 -2.206 -3.490 4.679
H4 1.033 -0.788 5.144
H5 1.857 2.118 0.910
H6 -2.978 2.621 2.504
H7 -1.594 0.874 1.664
H8 -4.208 4.515 1.700
H9 3.648 -0.832 -4.675
H10 -1.691 -2.216 -3.429
H11 3.506 2.759 0.880
H12 -1.072 -0.622 -3.411
H13 2.089 0.289 3.303
H14 -4.556 -0.498 -3.420
H15 4.110 0.944 -5.107
H16 -2.167 -3.134 2.253
H17 -2.886 4.447 -1.385
H18 4.897 1.917 -3.480
H19 -1.097 -3.705 -0.997
H20 -0.386 -3.419 -2.611

Energy relative to the best compared isomer or geometry (same formula, charge and spin): 32.5 kJ/mol
Largest force on an atom: 5.07 eV/A
Gap between HOMO and LUMO (spin up / spin down): 5.69 / 8.12 eV
Spin multiplicity: 3
HOMO level (spin up / spin down): -5.6 / -8.1 eV


2.
Molecular formula: C21H20ClF6N4PPdSSb
Method: DFT, the ωB97M-V functional and the def2-TZVPD basis

Atoms and positions in Å:
Sb1 -3.131 -2.929 0.487
Pd1 0.260 0.388 -0.067
Cl1 1.138 2.844 -0.466
S1 2.732 -0.084 0.074
P1 -1.776 1.543 -0.285
F1 -4.390 -1.924 -0.466
F2 -4.017 -4.526 0.110
F3 -4.036 -2.678 2.105
F4 -2.117 -1.353 0.809
F5 -1.745 -3.857 1.397
F6 -2.071 -3.118 -1.093
N1 0.352 -2.089 0.069
N2 1.646 -2.582 0.126
N3 3.743 -2.630 0.216
N4 3.354 -3.950 0.263
C1 -3.721 0.944 1.558
C2 -1.865 1.386 -2.114
C3 -1.976 2.475 -2.973
C4 2.730 -1.768 0.135
C5 -1.803 0.098 -2.653
C6 -6.077 0.832 1.122
C7 -3.486 1.252 0.220
C8 -5.014 0.737 2.009
C9 -2.572 4.214 0.188
C10 0.003 5.233 -0.003
C11 1.115 -5.036 0.231
C12 -2.016 2.285 -4.349
C13 2.061 -3.896 0.209
C14 -0.242 3.884 -0.161
C15 -4.554 1.337 -0.669
C16 -2.349 5.575 0.343
C17 -1.521 3.339 -0.077
C18 -1.063 6.083 0.248
C19 -1.963 1.003 -4.875
C20 -5.848 1.128 -0.213
C21 -1.863 -0.091 -4.024
H1 -7.087 0.659 1.471
H2 -2.089 3.140 -5.008
H3 -0.187 -2.541 -0.667
H4 0.539 -5.078 -0.695
H5 1.015 5.609 -0.068
H6 1.678 -5.958 0.346
H7 -1.836 -1.096 -4.426
H8 -6.676 1.181 -0.907
H9 -2.031 3.480 -2.572
H10 -0.134 -2.254 0.947
H11 4.718 -2.388 0.262
H12 -2.006 0.856 -5.947
H13 0.401 -4.930 1.048
H14 -4.377 1.549 -1.715
H15 -0.882 7.142 0.377
H16 -2.884 0.829 2.238
H17 -5.189 0.478 3.045
H18 -1.757 -0.765 -1.996
H19 -3.577 3.818 0.270
H20 -3.183 6.237 0.539

Largest force on an atom: 1.01 eV/A
Gap between HOMO and LUMO (spin up / spin down): 8.47 / 8.05 eV
Spin multiplicity: 2
HOMO level (spin up / spin down): -8.2 / -8.7 eV